(1)
ORCA calculation (wB97M-V/def2-TZVPD) on an isolated molecule of C5H6F2S in a non-equilibrium geometry.

Atoms and positions in Å:
1 C 0.8544 1.3503 -0.7082
2 C 0.7697 0.2369 0.1583
3 C -0.2602 0.1413 1.2381
4 C -1.6276 -0.0155 0.8365
5 C -2.0733 -0.6975 -0.2147
6 H 1.8389 2.0692 -0.6133
7 H 0.9463 1.0242 -1.8784
8 H -0.2230 1.1519 1.7549
9 H 0.0252 -0.5337 1.9314
10 H -2.3793 0.9022 1.1715
11 H -3.1121 -0.6768 -0.7407
12 F -0.2872 2.1876 -0.3250
13 F -1.0915 -1.4834 -0.9591
14 S 1.8333 -1.0229 0.1295

Results
* net charge: 0
* relative energy (zero: lowest compared OMol25 entry of this formula, charge and spin): 2.9812 eV
* SMILES string: F/C=C\CC(=S)CF
* 2S+1: 1
* orbital gap: 8.231 eV

---

(2)
ORCA calculation (wB97M-V/def2-TZVPD) on the ion C5H6F3N4 with charge +1 in a non-equilibrium geometry.

Atoms and positions in Å:
1 F -0.7499 -2.8314 3.2437
2 C -0.0331 -2.7089 2.0570
3 F 0.2489 -3.7720 1.2070
4 C 0.4227 -1.3971 1.7001
5 F 1.7883 -1.0836 1.9387
6 C -0.4918 -0.2793 1.0807
7 C -0.6192 -0.3844 -0.5372
8 N -0.2826 0.9968 -1.0564
9 N -1.0501 2.0290 -0.7096
10 N -0.4716 3.0969 -1.3139
11 C 0.7058 2.6432 -2.0109
12 N 0.7852 1.2256 -1.8236
13 H -0.0435 0.7418 1.3499
14 H -1.5582 -0.2725 1.4808
15 H -1.6545 -0.6871 -0.8784
16 H 0.1187 -1.1159 -0.9897
17 H 1.4320 3.2821 -2.5894
18 H 1.4528 0.5169 -2.1488

Results
* net charge: +1
* SMILES string: FC(F)=C(F)CCn1nnc[nH+]1
* 2S+1: 1
* orbital gap: 6.449 eV

---

(3)
ORCA calculation (wB97M-V/def2-TZVPD) on an isolated molecule of C5H6FNO in a non-equilibrium geometry.

Atoms and positions in Å:
1 C -1.6643 -0.4521 0.0073
2 C -0.3789 0.2537 0.0591
3 C 0.7838 -0.3668 0.1932
4 C 2.0588 0.3941 0.0902
5 C -0.5126 1.7106 0.0003
6 H -1.9871 -2.1984 -0.7383
7 H -2.2780 -0.2149 0.8839
8 H -2.2297 -0.1160 -0.8896
9 H 0.8699 -1.4556 0.3423
10 H 2.2660 0.8634 1.0244
11 H 2.1737 1.1397 -0.6508
12 N -0.7441 2.8364 -0.1140
13 O -1.4043 -1.8560 -0.0141
14 F 3.0468 -0.5382 -0.1940

Results
* net charge: 0
* relative energy (zero: lowest compared OMol25 entry of this formula, charge and spin): 2.4306 eV
* SMILES string: N#C/C(=C\CF)CO
* 2S+1: 1
* orbital gap: 10.682 eV

---

(4)
ORCA calculation (wB97M-V/def2-TZVPD) on an isolated molecule of C5H6FNO in a non-equilibrium geometry.

Atoms and positions in Å:
1 C 0.3859 -0.9137 -0.1081
2 C -0.8089 -0.7917 -0.7541
3 C -1.4097 0.5489 -0.4441
4 C -0.3319 1.3001 0.4448
5 C 0.6558 0.2109 0.8196
6 H 2.1437 -1.7280 0.4196
7 H 1.2311 -2.6724 -0.7021
8 H -1.1731 -1.4869 -1.4907
9 H 0.1388 2.1172 -0.0999
10 H -0.7940 1.7347 1.3479
11 H 0.5059 -0.1652 1.8360
12 N 1.3279 -1.8388 -0.1834
13 O -2.5006 0.9685 -0.7486
14 F 1.9678 0.5775 0.6903

Results
* net charge: 0
* relative energy (zero: lowest compared OMol25 entry of this formula, charge and spin): 0.9711 eV
* SMILES string: NC1=CC(=O)C[C@@H]1F
* 2S+1: 1
* orbital gap: 9.557 eV

---

(5)
ORCA calculation (wB97M-V/def2-TZVPD) on a structure of composition C5H6HgO2 in a non-equilibrium geometry.

Atoms and positions in Å:
1 C -2.1851 -0.3126 -1.9469
2 C -1.0850 0.2829 -1.7286
3 C -0.2569 1.3062 -1.0617
4 C 0.4886 0.7978 0.1916
5 O 1.4980 1.7397 0.5155
6 Hg 3.0245 3.2689 1.4418
7 H -3.2428 -0.5087 -1.8362
8 H -0.9070 2.1615 -0.8056
9 H 0.4590 1.7060 -1.8269
10 H 0.9875 -0.1387 -0.1752
11 C -0.8377 -1.1113 -3.0947
12 O -0.1144 -2.2492 -2.8716
13 H -0.6177 -0.7479 -4.1162
14 H -0.1438 -2.4688 -1.9322

Results
* net charge: -1
* relative energy (zero: lowest compared OMol25 entry of this formula, charge and spin): 0.4273 eV
* 2S+1: 2
* orbital gap (alpha / beta): 6.410 / 7.433 eV

---

(6)
ORCA calculation (wB97M-V/def2-TZVPD) on the ion C5H6IN2 with charge +1 in a non-equilibrium geometry.

Atoms and positions in Å:
1 C -0.1463 -0.2975 -1.1989
2 C -0.4058 0.0695 1.3007
3 C 0.9562 0.4765 -1.3584
4 C -0.7678 -0.4652 0.0343
5 C 0.7991 0.5810 1.7002
6 N 1.7665 0.8914 -0.4737
7 N -1.9267 -1.1081 0.0503
8 I 2.2617 1.0219 2.9669
9 H -0.5623 -0.6654 -2.1088
10 H -1.2106 0.0559 2.0132
11 H 1.4225 0.5343 -2.3732
12 H 2.3991 1.5483 -0.6598
13 H -2.2902 -1.5065 -0.8646
14 H -2.2953 -1.1363 0.9717

Results
* net charge: +1
* relative energy (zero: lowest compared OMol25 entry of this formula, charge and spin): 0.6170 eV
* 2S+1: 1
* orbital gap: 7.033 eV

---

(7)
ORCA calculation (wB97M-V/def2-TZVPD) on an isolated molecule of C5H6IN3O in a non-equilibrium geometry.

Atoms and positions in Å:
1 C 1.0827 0.3154 0.1711
2 C 0.2126 1.3590 -0.1103
3 C -0.8804 -1.1353 -0.1089
4 C 2.2954 0.4885 0.7412
5 C -0.3648 2.4415 -0.4736
6 N -1.2797 -2.4173 -0.2689
7 N 0.4453 -0.9525 -0.2761
8 N -1.5990 -0.1263 0.4378
9 O 1.1741 -2.1237 -0.2592
10 I -3.4487 0.4626 0.0282
11 H 3.0344 -0.2646 0.9396
12 H 2.6421 1.4389 1.1220
13 H -1.5298 2.5367 -0.2783
14 H 0.0637 3.1682 -1.0619
15 H -2.2709 -2.4686 -0.1018
16 H 0.4228 -2.7224 -0.5009

Results
* net charge: 0
* relative energy (zero: lowest compared OMol25 entry of this formula, charge and spin): 6.0340 eV
* 2S+1: 1
* orbital gap (alpha / beta): 6.630 / 6.724 eV

---

(8)
ORCA calculation (wB97M-V/def2-TZVPD) on a structure of composition C5H6INO in a non-equilibrium geometry.

Atoms and positions in Å:
1 C 1.3009 1.6094 0.0462
2 C -1.8146 -1.7627 -0.0530
3 C -1.3959 -0.5309 0.3489
4 C 1.4912 0.2223 0.6072
5 C -0.2850 0.0596 -0.3901
6 N 0.1137 1.4468 -0.5825
7 O 2.0452 2.4913 0.3356
8 I 3.2306 -0.9479 -0.1062
9 H -2.5951 -2.1958 0.3966
10 H -1.4652 -2.3688 -0.9297
11 H -1.7477 0.1505 1.0681
12 H 1.4184 0.1332 1.6594
13 H 0.0494 -0.4384 -1.2122
14 H -0.3460 2.1315 -1.1881

Results
* net charge: 0
* relative energy (zero: lowest compared OMol25 entry of this formula, charge and spin): 1.5017 eV
* 2S+1: 3
* orbital gap (alpha / beta): 6.157 / 6.887 eV

---

(9)
ORCA calculation (wB97M-V/def2-TZVPD) on a structure of composition C5H6INO2 in a non-equilibrium geometry.

Atoms and positions in Å:
1 C -0.6311 -1.0798 0.2817
2 C 0.0921 1.0326 -0.1076
3 C -1.3098 0.9950 -0.6450
4 C -1.8121 -0.4891 -0.2552
5 C 1.6874 -0.5701 0.9034
6 N 0.4191 -0.2702 0.3116
7 O -0.4063 -2.9778 0.5008
8 O 0.6981 2.0511 -0.0011
9 I -3.1749 -0.5269 1.5072
10 H -2.0830 1.7151 -0.2809
11 H -1.6141 1.1113 -1.7182
12 H -2.4392 -0.9485 -0.9257
13 H 2.0569 -0.1369 1.8576
14 H 2.5134 -0.4021 0.0787
15 H 1.7478 -1.6021 0.8658

Results
* net charge: 0
* relative energy (zero: lowest compared OMol25 entry of this formula, charge and spin): 5.8827 eV
* 2S+1: 1
* orbital gap (alpha / beta): 7.534 / 7.536 eV

---

(10)
ORCA calculation (wB97M-V/def2-TZVPD) on an isolated molecule of C5H6INO3 in a non-equilibrium geometry.

Atoms and positions in Å:
1 C 0.7236 -0.6037 -0.0462
2 C 1.2437 1.5051 -0.7565
3 C -0.5337 0.1840 -0.1475
4 C -1.4231 -0.4450 -1.1941
5 C -1.1292 0.2981 1.2574
6 N 1.7178 0.1948 -0.5510
7 O 0.9067 -1.7331 0.2563
8 O -0.0287 1.4642 -0.6063
9 O 3.6399 -0.0478 1.5470
10 I 3.6650 -0.2231 -0.1608
11 H -2.3655 -0.6269 -0.7683
12 H -0.8505 -1.2575 -1.6890
13 H -1.5079 0.3354 -1.9714
14 H -1.8281 -0.5123 1.5006
15 H -1.8260 1.1441 1.2420
16 H -0.4040 0.3237 2.0876

Results
* net charge: 0
* relative energy (zero: lowest compared OMol25 entry of this formula, charge and spin): 4.7530 eV
* 2S+1: 1
* orbital gap: 8.666 eV

---

(11)
ORCA calculation (wB97M-V/def2-TZVPD) on a structure of composition C5H6LiO4Rh in a non-equilibrium geometry.

Atoms and positions in Å:
1 O 3.1431 -1.5161 -0.1562
2 C 2.3165 -0.6497 -0.3709
3 O 2.3598 0.5777 -0.2368
4 O 1.0075 -1.2152 -0.6570
5 C -0.0017 -0.4520 -0.9425
6 C -1.3300 -0.8546 -0.6971
7 Li 4.8290 -1.7335 0.5460
8 H 0.2459 0.5905 -1.1816
9 H -1.4487 -1.9192 -0.4771
10 H -1.9434 -0.5505 -1.5617
11 Rh 2.2472 2.0827 0.8689
12 C -2.0942 0.1626 0.7234
13 C -1.6246 1.5578 0.7078
14 O -0.6262 1.9473 1.2993
15 H -1.8194 -0.3605 1.6451
16 H -2.0862 2.2264 -0.0465
17 H -3.1743 0.1061 0.5371

Results
* net charge: +3
* relative energy (zero: lowest compared OMol25 entry of this formula, charge and spin): 0.6661 eV
* 2S+1: 6
* orbital gap (alpha / beta): 5.003 / 6.823 eV

---

(12)
ORCA calculation (wB97M-V/def2-TZVPD) on a structure of composition C5H6LiO4Sm in a non-equilibrium geometry.

Atoms and positions in Å:
1 O 3.4048 0.5462 0.6322
2 C 2.2330 0.7577 0.8640
3 O 1.5478 0.6833 1.8832
4 O 1.4681 0.9658 -0.3848
5 C 0.1926 1.0802 -0.3412
6 C -0.6975 0.6163 -1.3536
7 Li 4.9526 -0.0413 1.4485
8 H -0.2327 1.3751 0.6289
9 H -0.2466 0.6426 -2.3505
10 H -1.5567 1.3116 -1.3355
11 Sm 0.9269 -0.7485 4.0119
12 C -1.3621 -1.0117 -1.0845
13 C -2.5671 -1.1376 -0.2257
14 O -2.4889 -1.4985 0.9373
15 H -0.5565 -1.6502 -0.7058
16 H -3.4273 -0.5053 -0.5316
17 H -1.5904 -1.3857 -2.0928

Results
* net charge: +2
* relative energy (zero: lowest compared OMol25 entry of this formula, charge and spin): 0.4029 eV
* 2S+1: 8
* orbital gap (alpha / beta): 3.523 / 7.764 eV

---

(13)
ORCA calculation (wB97M-V/def2-TZVPD) on a cluster of 2 separate species, C5H6N in total in a non-equilibrium geometry.

Atoms and positions in Å:
1 C 1.2406 -0.6817 -0.9372
2 C -2.0887 0.5313 -0.9920
3 C 0.9636 -0.8604 1.6490
4 C -1.7606 -0.0122 0.0142
5 C 0.6879 0.4310 -0.5210
6 N 1.0092 -0.5711 0.4389
7 H 1.6593 -1.3657 -1.6502
8 H 0.5352 -0.0696 2.3152
9 H 1.2520 -1.7926 1.9797
10 H -2.5006 0.9579 -1.8670
11 H -1.5353 -0.6469 0.8208
12 H 0.0721 1.2439 -0.3131

Results
* net charge: +1
* relative energy (zero: lowest compared OMol25 entry of this formula, charge and spin): 6.6695 eV
* 2S+1: 1
* orbital gap: 10.444 eV

---

(14)
ORCA calculation (wB97M-V/def2-TZVPD) on the ion C5H6N with charge +1 in a non-equilibrium geometry.

Atoms and positions in Å:
1 C -1.3776 0.9155 0.7038
2 C 0.4429 -0.2306 -0.2901
3 C 1.6094 -0.1964 -1.0016
4 C -0.0601 -1.4145 0.2960
5 C -0.1810 1.0442 0.0166
6 N -2.0874 -0.0408 1.0254
7 H -2.1117 1.6992 0.7778
8 H 2.0079 0.7824 -1.0878
9 H 2.2679 -0.9904 -1.1305
10 H -0.3046 -2.3710 -0.1960
11 H -0.4285 -1.1977 1.2945
12 H 0.2228 2.0001 -0.4082

Results
* net charge: +1
* relative energy (zero: lowest compared OMol25 entry of this formula, charge and spin): 6.8953 eV
* 2S+1: 1
* orbital gap (alpha / beta): 6.260 / 6.919 eV

---

(15)
ORCA calculation (wB97M-V/def2-TZVPD) on a cluster of 2 separate species, C5H6N in total in a non-equilibrium geometry.

Atoms and positions in Å:
1 C 1.4922 0.1299 0.7125
2 C 1.3614 -1.1504 0.3664
3 C -2.0124 -0.1708 0.2628
4 C 0.3954 0.5833 -0.2348
5 C 0.2200 -0.8856 -0.5678
6 N -0.7494 -0.1114 0.1190
7 H 1.9977 0.6436 1.4167
8 H 1.9101 -2.0127 0.7024
9 H -2.6019 -1.0085 0.1942
10 H -2.6008 0.5643 0.8265
11 H 0.2147 3.2494 -1.7815
12 H 0.0148 -1.1760 -1.4970

Results
* net charge: +1
* relative energy (zero: lowest compared OMol25 entry of this formula, charge and spin): 10.1461 eV
* 2S+1: 1
* orbital gap (alpha / beta): 9.490 / 7.484 eV

---

(16)
ORCA calculation (wB97M-V/def2-TZVPD) on the ion C5H6N with charge +1 in a non-equilibrium geometry.

Atoms and positions in Å:
1 C -0.7926 -1.5206 0.2599
2 C -0.7348 -0.9751 -0.9257
3 C -0.5227 -0.3207 1.2629
4 C -0.2076 0.1079 -1.4008
5 C 0.1503 0.6570 0.7178
6 N 0.7925 0.7252 -0.5996
7 H -0.7374 -2.5151 0.5837
8 H -0.7973 -0.4640 2.3103
9 H -0.5031 0.7478 -2.2270
10 H 0.6744 1.2691 1.4506
11 H 1.8314 0.5395 -0.3946
12 H 0.8469 1.7490 -1.0375

Results
* net charge: +1
* relative energy (zero: lowest compared OMol25 entry of this formula, charge and spin): 5.0235 eV
* SMILES string: C1=CC=C[NH2+]C=1
* 2S+1: 1
* orbital gap: 9.074 eV

---

(17)
ORCA calculation (wB97M-V/def2-TZVPD) on the ion C5H6N with charge +1 in a non-equilibrium geometry.

Atoms and positions in Å:
1 C 0.6830 -0.7873 0.3851
2 C -0.0816 -0.3908 1.4792
3 C 0.4143 -0.3011 -0.8900
4 C -1.3446 0.0359 1.1983
5 C 0.7022 0.4972 -2.1249
6 N -0.5647 0.1361 -1.5726
7 H 1.3516 -1.5584 0.4985
8 H 0.4164 -0.8782 2.3371
9 H -2.1907 -0.0502 1.7639
10 H -1.4923 0.4928 0.1634
11 H 1.1041 1.5102 -1.9000
12 H 1.0518 0.0098 -3.0971

Results
* net charge: +1
* relative energy (zero: lowest compared OMol25 entry of this formula, charge and spin): 5.3765 eV
* 2S+1: 1
* orbital gap (alpha / beta): 7.922 / 7.920 eV

---

(18)
ORCA calculation (wB97M-V/def2-TZVPD) on the ion C5H6N with charge +1 in a non-equilibrium geometry.

Atoms and positions in Å:
1 C 1.5676 0.6634 0.3312
2 C 1.5552 -0.7080 0.2820
3 C -1.9140 -0.0184 0.2088
4 C 0.3560 0.7784 -0.5481
5 C 0.3775 -0.7753 -0.6111
6 N -0.6468 -0.0807 0.0265
7 H 2.1427 1.3596 0.9628
8 H 2.2568 -1.5063 0.4298
9 H -2.5181 -0.7682 0.4960
10 H -2.2424 0.9207 0.5088
11 H -0.0221 1.5515 -1.3915
12 H 0.3910 -1.4607 -1.4466

Results
* net charge: +1
* relative energy (zero: lowest compared OMol25 entry of this formula, charge and spin): 5.1368 eV
* SMILES string: C=[N+]1[C@@H]2C=C[C@@H]21
* 2S+1: 1
* orbital gap: 8.665 eV